Entry 1:
ORCA calculation (wB97M-V/def2-TZVPD) on C6H11NO in the gas phase.

```
19
Properties=species:S:1:pos:R:3:lowdin_charge:R:1
O 0.654 0.557 2.498 0.03
N -0.894 0.094 -1.767 0.04
C 0.515 -0.228 1.553 -0.26
C 1.276 0.532 -0.555 -0.14
C -0.782 -0.253 0.732 -0.31
C 2.030 1.620 -0.355 0.01
C -1.241 -1.690 0.510 -0.07
C -0.399 0.540 -0.516 -0.35
H -2.119 -1.746 -0.141 0.07
H 1.203 -1.082 1.399 0.14
H 3.042 1.691 -0.740 0.06
H -1.506 -2.143 1.472 0.09
H -1.550 0.290 1.293 0.14
H -0.637 1.594 -0.356 0.13
H 1.685 2.415 0.302 0.07
H -0.453 -2.310 0.072 0.08
H 1.685 -0.303 -1.123 0.10
H -0.689 0.743 -2.522 0.09
H -1.820 -0.320 -1.756 0.08
```

Results
HOMO energy = -9.19 eV
Gap between HOMO and LUMO = 9.94 eV
ΔE to the lowest compared entry with this formula, charge and spin = 58.7 kcal/mol
Lowest unoccupied orbital energy = 0.74 eV
Structure (SMILES) = C=C[C@@H](N)[C@@H](C)C=O

Entry 2:
ORCA calculation (wB97M-V/def2-TZVPD) on 3 unconnected molecules or ions with the total composition C4H6O2S.

```
13
Properties=species:S:1:pos:R:3:lowdin_charge:R:1
S -2.390 0.055 -0.099 0.85
O -2.769 1.425 -0.234 -0.40
O -3.224 -0.839 0.611 -0.41
C 0.459 -2.427 -0.273 0.01
C 2.112 1.597 -0.025 -0.05
C -0.675 -2.583 0.111 -0.05
C 0.732 1.619 0.090 -0.07
H -1.584 -2.865 0.587 0.02
H 0.221 0.829 -0.198 -0.08
H 2.786 2.499 0.064 0.06
H 0.229 2.593 0.088 0.06
H 2.584 0.598 -0.327 0.06
H 1.519 -2.500 -0.394 0.03
```

Results
HOMO energy = -10.10 eV
Gap between HOMO and LUMO = 9.15 eV
ΔE to the lowest compared entry with this formula, charge and spin = 96.6 kcal/mol
Lowest unoccupied orbital energy = -0.95 eV

Entry 3:
ORCA calculation (wB97M-V/def2-TZVPD) on 5 unconnected molecules or ions with the total composition C22H46BBrIN5O15P.

```
92
Properties=species:S:1:pos:R:3:lowdin_charge:R:1
I 1.345 0.488 -3.556 0.67
Br -0.654 -1.973 1.496 0.92
P 0.123 1.996 -2.068 0.61
O 2.667 -5.811 -2.567 0.14
O 3.520 4.553 6.142 0.00
O 5.388 4.585 7.408 0.13
O -6.184 -3.010 4.879 0.05
O -6.569 -1.100 3.730 0.13
O 0.616 1.048 -10.228 0.05
O -3.964 0.694 -0.231 0.20
O 2.047 -3.690 -2.093 0.02
O 0.382 0.256 -8.239 0.01
O -5.415 -2.839 2.873 0.01
O 1.184 3.186 -1.857 -0.37
O -0.028 2.449 -8.573 0.12
O 2.982 -4.863 -0.542 0.00
O 4.482 2.677 6.603 0.03
O -2.378 -1.111 -3.733 0.06
N 0.501 1.132 -0.537 -0.19
N -2.789 0.746 1.875 0.18
N -1.665 0.228 -0.480 0.04
N 1.101 3.333 1.294 0.18
N -0.074 -0.199 1.236 -0.26
C -6.928 -2.501 6.003 -0.20
C 3.413 5.968 6.329 -0.04
C -1.890 -0.926 -1.399 -0.13
C 0.297 1.364 -8.982 -0.61
C 0.599 2.134 -11.172 -0.20
C -8.421 -2.577 5.777 -0.06
C 5.270 1.800 8.749 -0.06
C 1.839 1.344 0.034 -0.14
C 0.188 -4.234 -3.591 -0.05
C -6.114 -2.209 3.828 -0.61
C -5.326 -2.109 1.655 -0.05
C 0.117 0.471 -6.856 -0.11
C 2.476 1.806 2.499 -0.02
C 5.510 1.915 7.260 -0.21
C 1.758 2.251 1.268 -0.40
C 1.527 -3.549 -3.424 -0.22
C 2.572 -4.887 -1.809 -0.62
C 4.552 3.996 6.779 -0.62
C -2.576 -0.519 -2.684 -0.22
C 1.813 3.027 -11.031 -0.06
C 3.518 -6.109 -0.076 -0.03
C -0.391 0.358 0.050 -0.46
B -2.800 0.553 0.427 -0.73
H 2.259 0.399 0.362 0.12
H 2.253 -3.907 -4.153 0.13
H -4.938 -1.107 1.829 0.07
H 2.234 0.777 2.741 0.07
H 5.327 2.774 9.232 0.08
H 4.313 -6.457 -0.728 0.10
H -2.762 -0.139 2.366 0.05
H 1.812 3.787 -11.812 0.08
H -0.848 0.953 -6.712 0.10
H -4.644 -2.661 1.010 0.09
H 2.728 2.440 -11.111 0.08
H -4.623 1.012 0.393 0.13
H 0.283 -5.312 -3.474 0.08
H -6.300 -2.048 1.172 0.11
H 3.149 6.192 7.361 0.10
H 3.916 -5.918 0.916 0.09
H -0.519 -3.880 -2.837 0.07
H -0.221 -4.030 -4.579 0.09
H 4.342 6.468 6.065 0.10
H 1.822 3.530 -10.065 0.07
H -0.992 -1.490 -1.609 0.11
H 1.305 3.702 -2.664 0.08
H 2.129 2.418 3.315 0.09
H -8.729 -1.932 4.956 0.08
H 0.658 3.551 0.401 0.04
H 6.018 1.149 9.201 0.08
H -3.300 0.303 -2.625 0.13
H -6.642 -3.135 6.839 0.12
H -6.604 -1.486 6.228 0.12
H 0.914 -0.212 1.459 0.04
H 2.498 1.756 -0.711 0.11
H 2.730 -6.857 -0.014 0.10
H -8.717 -3.597 5.528 0.08
H -0.329 2.695 -11.070 0.12
H 2.618 6.305 5.671 0.09
H 4.279 1.388 8.945 0.08
H 1.416 -2.475 -3.559 0.03
H -2.580 -1.618 -0.926 0.12
H 0.098 -0.506 -6.380 0.07
H 0.906 1.078 -6.422 0.02
H 5.471 0.930 6.798 0.12
H 0.595 1.658 -12.149 0.12
H 3.541 1.975 2.409 0.10
H -8.953 -2.265 6.675 0.08
H -2.022 1.303 2.223 0.08
H 6.485 2.348 7.041 0.12
```

Results
HOMO energy = -12.42 eV
Gap between HOMO and LUMO = 7.81 eV
Charge = +1
Lowest unoccupied orbital energy = -4.62 eV

Entry 4:
ORCA calculation (wB97M-V/def2-TZVPD) on a molecular structure, C39H32I2InN12O3S.

```
90
Properties=species:S:1:pos:R:3:lowdin_charge:R:1
I -5.531 -1.547 -5.649 0.80
I -4.810 0.960 -0.177 0.93
In -0.354 0.435 -0.163 0.72
S -0.733 2.831 1.141 0.64
O 5.626 -2.383 4.267 0.13
O -1.974 1.322 -1.436 -0.27
O -1.154 0.091 2.206 -0.26
N 2.142 -3.882 -0.261 0.13
N -1.650 -1.662 -0.655 0.06
N 6.545 -4.222 5.004 0.11
N -0.012 -0.671 -2.625 -0.09
N 5.318 2.767 3.129 0.11
N 4.376 2.089 3.809 -0.15
N 4.350 1.238 1.806 0.08
N 0.918 3.258 -1.519 0.09
N 3.010 -2.858 -0.350 -0.12
N -1.330 1.063 3.069 -0.22
N 6.372 -3.378 6.068 0.12
N 1.148 -1.969 0.346 0.05
C 4.565 1.157 6.077 -0.18
C -4.060 0.380 -2.050 -0.61
C -1.773 3.007 4.991 -0.08
C 4.383 -3.130 -0.738 -0.08
C 4.878 0.163 8.252 -0.06
C -0.389 -2.071 -2.712 -0.14
C 6.468 -5.800 0.972 -0.06
C -2.687 0.644 -2.274 -0.48
C 4.468 1.230 7.464 -0.03
C -1.841 1.654 5.327 -0.07
C 1.179 2.142 -1.715 -0.10
C 5.841 -2.295 5.603 -0.28
C 5.424 -1.086 6.291 -0.13
C -1.363 -2.507 -1.634 -0.27
C -2.961 -0.505 -4.408 -0.13
C -4.877 -0.237 -2.974 -0.23
C 5.175 -3.868 0.329 -0.19
C 4.163 2.335 5.217 -0.07
C 6.569 -5.326 2.263 -0.01
C 5.268 2.231 1.933 -0.22
C -0.657 0.175 -3.641 -0.16
C -1.902 -3.789 -1.666 -0.02
C -1.627 0.724 4.345 -0.03
C -1.463 3.350 3.698 -0.10
C -2.463 -2.041 0.334 -0.13
C -2.147 0.112 -3.475 -0.17
C -2.743 -4.192 -0.643 -0.05
C 5.985 -4.105 2.591 -0.13
C 2.406 -1.714 0.026 -0.14
C 6.080 -3.616 3.957 -0.29
C 1.046 -3.311 0.179 -0.21
C 5.047 -0.002 5.507 0.03
C 3.799 1.187 2.999 -0.17
C -1.209 2.379 2.710 -0.67
C 5.291 -3.374 1.624 0.04
C -3.033 -3.300 0.380 -0.04
C 5.357 -1.004 7.676 -0.01
C 5.773 -5.079 0.012 -0.03
C -4.319 -0.655 -4.172 -0.73
H 4.816 0.242 9.330 0.11
H -2.637 -1.304 1.110 0.08
H 0.568 4.145 -1.216 0.08
H 5.152 -0.089 4.436 0.11
H -1.958 3.776 5.730 0.11
H 4.778 3.200 5.462 0.13
H -3.679 -3.578 1.201 0.11
H -0.308 1.194 -3.477 0.09
H -1.397 4.383 3.388 0.10
H 5.680 -5.474 -0.992 0.11
H 4.857 -2.184 -1.002 0.14
H 7.093 -5.879 3.031 0.12
H -0.380 -0.138 -4.656 0.13
H 3.119 2.597 5.398 0.14
H 5.905 2.545 1.124 0.10
H -1.692 -0.340 4.517 0.13
H 3.011 0.511 3.297 0.14
H -3.160 -5.191 -0.646 0.11
H -0.849 -2.290 -3.682 0.13
H -1.653 -4.460 -2.478 0.12
H 0.141 -3.866 0.366 0.11
H 4.084 2.130 7.930 0.12
H -2.531 -0.871 -5.334 0.10
H 0.498 -2.708 -2.628 0.12
H 2.859 -0.732 0.047 0.12
H 5.657 -1.852 8.277 0.12
H -2.067 1.326 6.331 0.10
H -5.925 -0.405 -2.767 0.08
H 0.991 -0.548 -2.670 0.09
H 4.343 -3.765 -1.622 0.12
H 6.923 -6.746 0.708 0.11
H 4.824 -2.435 1.897 0.12
```

Results
HOMO energy (spin up / spin down) = -6.24 / -7.24 eV
Gap between HOMO and LUMO (spin up / spin down) = 6.02 / 6.71 eV
ΔE to the lowest compared entry with this formula, charge and spin = 32.5 kcal/mol
Lowest unoccupied orbital energy (spin up / spin down) = -0.22 / -0.53 eV
2S+1 = 2

Q: Which maximum force values were calculated for the entries above? A: 3.4 7.2 2.0 1.1, in eV/Å.
Q: Which energy values were calculated for the entries above? A: -365.137904 -704.525599 -5506.088118 -3571.820648, in Ha.